No. 1
65
Properties=species:S:1:pos:R:3:forces:R:3:lowdin_charge:R:1 method="wB97M-V/def2-TZVPD" e_tot_ha=-2629.1831 orbital_gap_ev=7.814 homo_ev=-8.7
C 4.13734 -2.63464 -1.78735 0.57 1.48 0.21 -0.009
C 5.01593 -1.42889 -2.36289 -0.13 -0.32 0.29 -0.479
O 5.90788 -1.60139 -3.17247 -1.26 0.21 0.73 0.060
N 4.66130 -0.10836 -1.90440 0.22 -0.99 -0.84 -0.003
C 4.05709 0.73680 -2.95800 -0.85 1.05 0.46 -0.200
C 2.61048 0.21628 -3.45808 1.43 0.85 -0.14 -0.163
C 1.70939 1.50601 -3.60752 0.47 -0.45 -0.83 -0.218
C 0.26336 1.24083 -4.18348 0.20 -0.13 0.57 -0.161
C -0.70104 0.46037 -3.23340 -2.22 -2.90 -0.29 -0.139
C -1.39102 -0.70311 -3.81125 -0.07 1.05 1.79 0.038
C -2.38881 -1.51762 -3.00941 -0.17 0.45 1.14 -0.309
N -3.11974 -2.61853 -3.40379 0.70 1.55 2.08 -0.259
S -4.01069 -3.10667 -2.06602 1.37 1.94 -0.34 0.927
N -3.58599 -1.94625 -0.92045 1.47 0.24 -2.71 -0.253
C -2.67971 -1.13004 -1.56327 0.43 0.14 -0.35 -0.330
C -1.97369 0.05522 -0.96504 1.22 0.25 -2.69 0.027
C -1.01835 0.81338 -1.78913 -1.53 -1.20 1.07 -0.168
C -0.35065 2.05674 -1.10503 -0.03 -0.64 -0.86 -0.067
H 4.73111 -3.15907 -0.99256 -0.52 0.16 -0.97 0.083
H 3.87954 -3.26986 -2.67247 0.21 0.36 1.08 0.089
H 3.23297 -2.18187 -1.28280 0.80 -0.80 -0.71 0.066
H 4.11363 -0.12230 -1.04398 -0.06 -0.07 -0.58 0.111
H 4.76962 0.91393 -3.80654 -0.62 -0.49 0.84 0.125
H 3.88257 1.75613 -2.48546 0.35 -1.14 -0.51 0.115
H 2.24691 -0.52185 -2.69446 0.01 0.69 -0.85 0.102
H 2.82264 -0.28922 -4.45187 -0.79 0.38 1.13 0.122
H 2.23674 2.17095 -4.36473 -0.58 -0.68 0.87 0.125
H 1.74364 2.06454 -2.63578 -0.33 -0.55 -0.92 0.082
H 0.38606 0.62944 -5.12999 -0.25 0.71 1.08 0.117
H -0.18662 2.22788 -4.48050 0.27 -0.89 0.35 0.119
H -1.24930 -1.03318 -4.87384 0.05 0.55 1.18 0.112
H -2.19392 0.36487 0.09126 0.31 -0.35 -1.28 0.115
H 0.67335 1.77086 -0.71327 -1.25 0.37 -0.15 0.090
H -1.02835 2.44079 -0.29335 0.98 -0.30 -0.80 0.072
H -0.16826 2.83725 -1.89776 -0.35 -0.56 1.00 0.080
O -1.58884 3.99900 3.70947 0.38 -0.06 -0.27 -0.274
S -1.16955 4.92095 2.69403 -0.23 0.76 0.13 0.585
O -0.35625 4.50546 1.58805 -0.10 -0.27 0.28 -0.287
O -0.48388 6.19344 3.39843 -0.54 -0.21 -0.36 -0.263
C 0.63051 5.96935 4.27145 0.83 -0.24 0.40 -0.260
C 1.89064 5.61285 3.50488 0.00 -0.20 -0.25 -0.077
C -2.59092 5.75319 2.05500 0.00 0.15 0.03 -0.121
H 0.38699 5.20132 5.00997 -0.15 -0.01 -0.13 0.117
H 0.79546 6.89978 4.81703 -0.34 0.05 -0.17 0.122
H 1.78594 4.65374 2.99592 0.01 0.04 0.06 0.068
H 2.74588 5.54116 4.17925 -0.09 0.09 0.05 0.082
H 2.10099 6.36322 2.74014 0.01 0.01 0.10 0.086
H -3.20204 6.10388 2.88407 0.08 -0.03 -0.02 0.075
H -3.14802 5.03500 1.45427 0.11 -0.05 0.07 0.077
H -2.26298 6.58263 1.43097 0.02 -0.06 0.05 0.076
O -0.29926 -6.00112 3.53618 -0.33 -0.25 -0.12 -0.278
S -1.68854 -5.75098 3.79260 -0.24 0.70 0.03 0.587
O -2.64766 -6.81447 3.84948 0.39 -0.04 -0.09 -0.279
O -2.21154 -4.62956 2.76566 0.15 -0.12 0.66 -0.263
C -2.06282 -4.87128 1.36079 -0.03 -0.29 -0.92 -0.260
C -3.04767 -5.90928 0.85498 -0.06 -0.27 0.16 -0.079
C -1.83519 -4.79199 5.26928 -0.04 0.14 -0.02 -0.124
H -1.03351 -5.15867 1.13079 -0.01 -0.02 0.21 0.117
H -2.25286 -3.92252 0.85528 0.01 0.10 0.37 0.103
H -2.84943 -6.88947 1.29084 0.01 0.05 -0.04 0.069
H -2.98277 -6.00783 -0.23041 0.04 0.14 0.03 0.072
H -4.06902 -5.63548 1.12784 0.06 0.06 -0.07 0.086
H -1.13549 -3.95990 5.22567 -0.04 -0.05 -0.05 0.074
H -1.59302 -5.44384 6.10788 0.01 -0.06 -0.13 0.076
H -2.86059 -4.43802 5.35932 0.05 -0.04 -0.05 0.075

No. 2
15
Properties=species:S:1:pos:R:3:forces:R:3:lowdin_charge:R:1 method="wB97M-V/def2-TZVPD" e_tot_ha=-345.7418 orbital_gap_ev=9.992 smiles="C[C@@]1(O)CCC1=O" homo_ev=-9.2 e_above_lowest_ev=1.718
C -1.73802 -0.45061 -0.35409 0.07 0.01 0.27 -0.006
C -0.39775 0.23872 -0.01342 0.05 -0.13 0.09 -0.409
O -0.54256 1.63559 -0.19122 0.03 0.24 -0.49 -0.014
C 0.71114 0.23045 1.18096 -0.39 -0.07 0.10 -0.050
C 1.82903 -0.16162 0.17854 0.06 -0.10 -0.11 -0.077
C 0.72045 -0.51228 -0.78191 0.21 -0.32 -0.49 -0.357
O 0.61759 -1.43325 -1.55078 0.05 0.52 0.06 0.108
H -2.57088 -0.27389 0.32937 0.26 0.07 0.16 0.082
H -2.03104 -0.03363 -1.33611 0.14 -0.09 0.32 0.094
H -1.63275 -1.52066 -0.55131 0.09 0.16 0.33 0.082
H -1.31852 1.80449 -0.73572 0.11 -0.03 -0.12 0.091
H 0.81124 1.26223 1.53053 -0.19 -0.30 0.01 0.108
H 0.63894 -0.43839 2.04068 -0.31 -0.10 -0.31 0.109
H 2.44425 0.67458 -0.16358 -0.12 -0.04 0.16 0.121
H 2.45888 -1.02173 0.41804 -0.04 0.18 0.02 0.117

No. 3
51
Properties=species:S:1:pos:R:3:forces:R:3:lowdin_charge:R:1 method="wB97M-V/def2-TZVPD" e_tot_ha=-1126.1714 orbital_gap_ev=7.894 smiles="CCCCCNC(=O)[C@@H](C#N)c1nc2ccccc2nc1N1CCCC1" homo_ev=-8.1 e_above_lowest_ev=0.248
C -1.31373 -3.10561 1.91409 0.12 0.17 -0.16 -0.098
C -0.16807 -2.10812 1.79175 -0.07 -0.23 0.30 -0.275
C 0.66455 -2.04809 3.07009 0.00 0.34 -0.20 -0.220
C 1.68357 -0.90961 3.10423 0.10 -0.28 -0.05 -0.184
H 1.18495 0.04214 2.91131 0.02 0.08 0.06 0.113
H 2.10795 -0.85999 4.10894 0.02 0.08 0.03 0.110
C 2.85069 -1.05460 2.11985 -0.04 0.31 0.39 -0.159
N 2.52740 -0.66842 0.76327 -0.01 -0.34 -0.03 0.084
C 2.52519 0.60956 0.37581 0.04 0.02 -0.25 -0.464
O 2.79141 1.56458 1.07336 0.10 0.24 0.26 0.076
C 2.12569 0.78080 -1.11352 -0.22 0.48 0.45 -0.146
C 2.98818 -0.04666 -1.91999 0.19 -0.04 -0.36 -0.199
N 3.68505 -0.69567 -2.55227 0.35 -0.27 -0.28 0.181
C 0.69041 0.33153 -1.27016 -0.18 -0.49 -0.17 -0.134
N 0.55386 -0.96177 -1.35806 0.08 0.36 -0.09 0.176
C -0.66805 -1.49861 -1.57398 -0.49 0.30 -0.06 -0.219
C -0.82626 -2.88879 -1.69016 -0.21 -0.14 -0.08 -0.029
C -2.06773 -3.40452 -1.94979 0.31 -0.18 0.05 -0.091
C -3.17680 -2.55651 -2.09951 -0.15 0.23 -0.02 -0.080
C -3.04770 -1.19863 -1.99154 -0.07 -0.18 -0.02 -0.014
C -1.78477 -0.63798 -1.71936 0.51 -0.41 0.13 -0.211
N -1.64880 0.69083 -1.57391 0.26 0.31 0.06 0.181
C -0.45283 1.20740 -1.31957 -0.71 -0.40 -0.16 -0.199
N -0.43849 2.54689 -1.16303 0.00 0.18 -0.02 -0.051
C 0.58314 3.40138 -0.58679 0.48 0.23 0.21 -0.148
C -0.20213 4.59374 -0.04077 0.03 -0.03 -0.15 -0.158
H 0.41016 5.49026 0.02336 0.04 0.00 0.06 0.113
H -0.59058 4.36279 0.95158 0.01 -0.01 0.05 0.117
C -1.34918 4.71615 -1.03865 0.08 -0.14 0.08 -0.165
H -2.19450 5.27754 -0.64782 -0.04 0.02 -0.05 0.110
H -1.00116 5.19814 -1.95304 -0.01 0.04 -0.03 0.113
C -1.70082 3.25854 -1.30749 -0.42 0.16 -0.16 -0.161
H -2.42407 2.87418 -0.57972 -0.02 0.04 -0.09 0.122
H -2.10977 3.08229 -2.30436 -0.09 0.04 0.11 0.120
H 1.15169 2.90186 0.19880 0.03 0.02 -0.13 0.105
H 1.27186 3.74935 -1.36935 0.05 -0.03 0.14 0.127
H -3.89080 -0.53483 -2.10257 -0.08 0.07 -0.01 0.111
H -4.14482 -2.99070 -2.30372 -0.08 -0.01 -0.02 0.103
H -2.20239 -4.47189 -2.04343 0.02 -0.08 0.00 0.103
H 0.04144 -3.52129 -1.58131 0.10 -0.06 0.01 0.117
H 2.27501 1.82057 -1.40428 -0.01 -0.12 0.18 0.137
H 2.16414 -1.35654 0.11530 0.08 0.11 0.03 0.118
H 3.21273 -2.08403 2.10461 0.05 0.03 -0.01 0.127
H 3.66093 -0.39569 2.44540 -0.01 -0.18 -0.04 0.122
H -0.01364 -1.91774 3.91729 -0.02 -0.08 0.05 0.111
H 1.18163 -3.00051 3.21017 -0.01 -0.09 0.08 0.114
H 0.46013 -2.39976 0.94979 0.01 0.07 -0.09 0.081
H -0.57595 -1.11709 1.57612 0.06 0.08 -0.10 0.113
H -0.92952 -4.10251 2.11950 -0.01 -0.15 0.03 0.076
H -1.98334 -2.82353 2.72376 -0.09 0.00 0.10 0.074
H -1.88587 -3.14080 0.98978 -0.11 -0.07 -0.04 0.053

No. 4
12
Properties=species:S:1:pos:R:3:forces:R:3:lowdin_charge:R:1 method="wB97M-V/def2-TZVPD" e_tot_ha=-397.6245 orbital_gap_ev=10.801 smiles="C[C@]1([N+](=O)[O-])CO1" homo_ev=-11.0 e_above_lowest_ev=5.774
C 1.32588 -0.62587 0.16072 -0.86 -1.48 2.69 -0.130
C -0.04716 -0.15899 -0.05733 1.65 1.32 -3.49 -0.286
C -0.35398 1.23805 -0.71305 0.67 -1.14 1.55 0.035
N -1.06616 -0.78462 0.76418 1.15 -0.52 1.17 -0.345
O -0.72950 -1.80571 1.32164 -0.54 -0.80 -0.14 0.089
O -2.05139 -0.15405 1.01090 -1.32 0.55 -0.20 0.114
O 0.71930 -1.10173 -0.99583 -1.90 0.73 1.27 0.022
H 2.11238 0.05893 0.00992 0.96 0.72 -0.01 0.108
H 1.34716 -1.34313 1.07564 0.62 1.07 -1.90 0.154
H -0.40296 1.07652 -1.76566 0.22 0.09 -0.78 0.076
H 0.44300 1.94606 -0.41327 -0.37 -0.43 -0.43 0.095
H -1.29656 1.65453 -0.39787 -0.27 -0.11 0.27 0.068

No. 5
22
Properties=species:S:1:pos:R:3:forces:R:3:lowdin_charge:R:1 method="wB97M-V/def2-TZVPD" e_tot_ha=-1070.4531 orbital_gap_ev=9.223 smiles=CCCSSCC.O homo_ev=-8.6 e_above_lowest_ev=1.883
C 0.28780 -2.14603 -0.80230 3.26 1.13 1.58 -0.317
C 1.02536 -3.46141 -1.18208 -2.61 -0.64 3.74 -0.111
C -0.68308 -2.31126 0.39241 0.42 2.28 -1.43 -0.498
S -1.42804 -0.71574 1.06794 -1.00 -0.51 -1.18 0.433
S -0.07573 0.51680 1.86721 1.05 0.27 0.89 0.439
C 0.46933 1.84733 0.73376 -0.86 1.64 -1.02 -0.585
C 0.23954 3.28553 1.34638 5.21 -0.49 1.06 -0.185
H 1.14490 -1.30418 -0.60203 -2.09 -1.90 0.18 0.143
H -0.11752 -1.78327 -1.69454 -1.39 0.68 -1.15 0.063
H 0.35978 -3.97540 -1.85022 0.02 -0.68 -0.38 0.058
H 1.96120 -3.30948 -1.58748 1.92 0.29 -0.92 0.030
H 1.10808 -4.08209 -0.18717 0.14 0.87 -2.02 0.110
H -0.18219 -2.66237 1.23737 0.94 -1.08 1.13 0.028
H -1.53939 -2.93599 0.15372 -0.15 0.03 0.03 0.073
H -0.29721 1.86148 -0.10488 1.72 -0.67 0.66 0.027
H 1.56988 1.75589 0.50530 -1.37 -0.23 -0.21 0.076
H 0.67480 4.16223 0.83122 -0.44 -0.74 -1.20 0.066
H -0.72817 3.52002 1.57628 -2.44 0.27 1.00 0.022
H 1.01439 3.44040 2.20270 -1.93 -0.70 -0.39 0.094
H -1.34537 2.24713 -1.82414 -0.99 0.13 1.08 0.084
H -1.59587 3.47189 -1.03978 0.27 1.94 0.29 0.014
O -1.86247 2.57855 -1.03966 0.32 -1.87 -1.73 -0.063

No. 6
24
Properties=species:S:1:pos:R:3:forces:R:3:lowdin_charge:R:1 method="wB97M-V/def2-TZVPD" e_tot_ha=-3256.0698 orbital_gap_ev=9.344 charge=+1 smiles="C=CC[C@]1(F)C[N@@H+](F)[C@@H](N)[C@]1(F)Br" homo_ev=-13.2
C 3.20423 -1.05859 0.67201 -1.17 -0.53 -0.72 0.044
C 2.25709 -1.60558 -0.09836 0.71 0.55 0.45 -0.150
C 0.80201 -1.63560 0.29520 0.02 0.29 -0.26 -0.098
C 0.04782 -0.31694 0.02074 0.41 -0.74 0.61 -0.447
F 0.86910 0.58143 -0.62455 0.09 0.24 -0.34 0.073
C -0.47581 0.38269 1.25459 0.39 -0.29 -0.24 0.001
N -1.43971 1.40887 0.67553 0.43 0.03 1.29 0.041
F -0.89107 2.66104 0.86843 -0.17 -0.13 -0.43 0.097
C -1.74664 1.07651 -0.77873 -0.85 -0.07 -1.12 -0.283
N -1.26457 1.98680 -1.77612 0.76 -0.27 0.36 0.128
C -1.22540 -0.39528 -0.81718 -0.57 0.30 -0.07 -0.719
F -1.04429 -0.86981 -2.05272 0.33 0.35 -0.24 0.075
Br -2.64248 -1.47099 -0.00144 0.31 -0.13 0.08 0.937
H 4.24500 -1.15280 0.42425 0.23 0.27 -0.04 0.067
H 2.89449 -0.51123 1.54983 0.31 -0.10 0.39 0.065
H 2.50990 -2.04126 -1.05092 0.10 -0.27 -0.07 0.107
H 0.30759 -2.43286 -0.24755 -0.17 -0.19 0.01 0.117
H 0.75962 -1.87179 1.35111 -0.24 -0.06 0.25 0.126
H 0.26558 0.88938 1.85475 0.24 0.34 -0.12 0.160
H -0.97021 -0.34800 1.87984 -0.57 0.23 0.12 0.122
H -2.30143 1.43934 1.22515 -0.13 0.03 -0.07 0.208
H -2.82776 1.06946 -0.84600 -0.26 -0.01 0.29 0.129
H -0.63532 1.48229 -2.39259 -0.01 0.03 -0.16 0.102
H -0.69773 2.73288 -1.38529 -0.17 0.13 0.02 0.099